[1]
63
Properties=species:S:1:pos:R:3 method="wB97M-V/def2-TZVPD" e_above_lowest_kcal_mol=0.0 total_charge=+3 homo_lumo_gap_ev="7.175 / 7.616" multiplicity=7
Tb -0.25 -0.01 0.16
P 1.60 1.85 0.65
P -2.15 2.32 0.71
P 0.55 -2.45 1.33
H -3.37 -0.20 -1.05
C -3.04 -1.10 -0.53
C -3.30 -1.34 0.78
H -3.86 -0.65 1.40
C 2.21 2.35 -1.02
C 1.58 3.45 1.52
C 3.09 1.09 1.43
C -3.98 2.13 0.90
C -1.89 3.37 2.21
C -2.10 3.59 -0.59
C -0.55 -3.90 1.63
C 1.55 -2.56 2.87
C 1.73 -3.10 0.10
H -2.42 -1.79 -1.11
H -2.88 -2.21 1.29
H 2.99 3.10 -0.81
H 1.41 2.82 -1.63
H 2.64 1.50 -1.57
H 2.47 4.03 1.23
H 1.60 3.27 2.60
H 0.68 4.03 1.26
H 3.97 1.68 1.14
H 3.23 0.04 1.11
H 2.98 1.11 2.53
H -4.52 2.93 0.37
H -4.27 2.17 1.96
H -4.31 1.17 0.49
H -2.22 4.40 2.01
H -0.84 3.39 2.51
H -2.48 2.98 3.05
H -2.75 4.43 -0.32
H -2.45 3.15 -1.53
H -1.08 3.94 -0.74
H -0.10 -4.79 1.17
H -1.53 -3.74 1.18
H -0.69 -4.09 2.70
H 2.31 -3.33 2.74
H 0.92 -2.81 3.74
H 2.05 -1.60 3.06
H 2.10 -4.08 0.43
H 2.59 -2.42 -0.01
H 1.23 -3.20 -0.88
C 0.67 -1.24 -3.09
C 1.40 -0.42 -3.96
C 2.00 -1.01 -5.09
C 1.88 -2.39 -5.30
C 1.16 -3.19 -4.40
C 0.54 -2.60 -3.28
O 0.03 -0.70 -1.93
H -0.18 0.22 -2.21
H 1.54 0.65 -3.73
H 2.55 -0.42 -5.82
H 2.34 -2.85 -6.19
H 1.11 -4.27 -4.59
H -0.03 -3.18 -2.56
N -0.81 0.10 2.63
H -0.69 -0.79 3.13
H -1.76 0.41 2.82
H -0.18 0.77 3.10

[2]
63
Properties=species:S:1:pos:R:3 method="wB97M-V/def2-TZVPD" e_above_lowest_kcal_mol=0.0 total_charge=+3 homo_lumo_gap_ev="3.968 / 3.762" multiplicity=2
Ti 0.33 -0.20 -0.18
P 1.98 1.25 0.82
P -1.32 0.27 1.66
P -1.23 1.72 -1.47
H 0.64 -4.78 -7.22
C 0.81 -3.82 -7.70
C 2.02 -3.26 -7.70
H 2.86 -3.73 -7.17
C 3.37 0.31 1.55
C 1.68 2.45 2.18
C 2.87 2.30 -0.37
C -2.89 -0.64 1.47
C -0.69 -0.40 3.26
C -1.94 1.89 2.24
C -0.75 1.92 -3.19
C -0.77 3.28 -0.68
C -3.03 1.61 -1.46
H -0.03 -3.38 -8.25
H 2.25 -2.36 -8.29
H 3.73 -0.41 0.81
H 3.00 -0.25 2.42
H 4.16 1.01 1.87
H 1.26 1.94 3.05
H 1.00 3.24 1.86
H 2.64 2.91 2.46
H 3.31 1.68 -1.16
H 3.68 2.84 0.14
H 2.20 3.04 -0.81
H -3.57 -0.35 2.28
H -2.69 -1.72 1.54
H -3.36 -0.41 0.51
H -1.30 0.01 4.08
H 0.35 -0.10 3.41
H -0.77 -1.49 3.27
H -2.51 1.74 3.18
H -2.62 2.35 1.51
H -1.12 2.58 2.45
H -1.39 2.70 -3.64
H -0.88 0.97 -3.71
H 0.31 2.23 -3.21
H -1.33 4.10 -1.16
H 0.29 3.48 -0.78
H -1.02 3.30 0.39
H -3.44 2.31 -2.20
H -3.40 1.90 -0.47
H -3.37 0.60 -1.70
C 0.67 -1.75 -3.20
C -0.71 -1.89 -3.39
C -1.19 -2.84 -4.29
C -0.32 -3.74 -4.90
C 1.05 -3.67 -4.63
C 1.54 -2.64 -3.85
S 1.45 -0.46 -2.29
H -0.79 0.12 -1.55
H -1.40 -1.24 -2.85
H -2.25 -2.86 -4.54
H -0.68 -4.47 -5.64
H 1.75 -4.35 -5.08
H 2.61 -2.48 -3.74
N 0.54 -2.27 0.44
H 1.14 -2.75 -0.23
H -0.36 -2.78 0.48
H 0.97 -2.35 1.36

[3]
63
Properties=species:S:1:pos:R:3 method="wB97M-V/def2-TZVPD" e_above_lowest_kcal_mol=0.0 total_charge=+4 homo_lumo_gap_ev="5.618 / 6.032" multiplicity=3
W 0.16 0.01 -0.36
P 0.41 -2.19 0.31
P 2.05 1.17 0.52
P 0.84 -0.20 -2.52
H -1.93 1.94 -0.23
C -1.65 1.18 -0.99
C -2.04 -0.22 -0.76
H -2.61 -0.48 0.15
C -0.27 -2.74 1.91
C 2.15 -2.75 0.46
C -0.31 -3.44 -0.82
C 1.84 2.96 0.25
C 2.46 1.13 2.31
C 3.71 0.80 -0.17
C -0.49 -0.82 -3.62
C 2.24 -1.28 -3.00
C 1.43 1.42 -3.15
H -1.67 1.54 -2.03
H -2.29 -0.83 -1.64
H -1.35 -2.54 1.96
H 0.26 -2.27 2.75
H -0.12 -3.83 1.97
H 2.65 -2.21 1.28
H 2.70 -2.61 -0.48
H 2.14 -3.82 0.71
H -1.40 -3.29 -0.87
H -0.11 -4.43 -0.39
H 0.13 -3.38 -1.82
H 2.77 3.49 0.51
H 1.02 3.34 0.88
H 1.59 3.17 -0.80
H 3.45 1.59 2.45
H 2.52 0.10 2.68
H 1.74 1.70 2.90
H 4.45 1.43 0.35
H 3.76 1.00 -1.24
H 3.97 -0.25 0.01
H -0.12 -0.92 -4.65
H -1.36 -0.15 -3.64
H -0.85 -1.80 -3.26
H 2.45 -1.16 -4.08
H 1.99 -2.33 -2.80
H 3.13 -1.01 -2.44
H 1.69 1.35 -4.22
H 2.30 1.77 -2.59
H 0.64 2.17 -3.02
C -2.21 2.87 -6.08
C -1.85 4.12 -6.62
C -2.81 4.90 -7.27
C -4.11 4.43 -7.41
C -4.45 3.13 -7.01
C -3.49 2.34 -6.36
S -1.00 1.96 -5.19
H -0.78 2.83 -4.08
H -0.81 4.45 -6.53
H -2.53 5.87 -7.69
H -4.87 5.05 -7.88
H -5.44 2.72 -7.21
H -3.70 1.29 -6.09
N -0.64 0.48 1.65
H -0.80 1.49 1.78
H -0.02 0.21 2.41
H -1.54 0.03 1.87

[4]
67
Properties=species:S:1:pos:R:3 method="wB97M-V/def2-TZVPD" e_above_lowest_kcal_mol=7.7 total_charge=+2 homo_lumo_gap_ev="7.620 / 7.941" multiplicity=2
Co 1.20 -0.59 -0.60
N 1.43 0.53 -2.34
C 1.21 -0.37 -3.49
C 1.99 -1.66 -3.28
N 1.91 -2.14 -1.87
C 3.25 -2.48 -1.34
C 3.98 -1.19 -1.06
N 3.14 -0.37 -0.15
C 0.91 -3.21 -1.72
C -0.46 -2.59 -1.91
N -0.56 -1.40 -1.02
H 0.77 1.31 -2.39
H 2.36 0.94 -2.39
H 1.51 0.09 -4.44
H 0.14 -0.54 -3.56
H 3.04 -1.49 -3.52
H 1.64 -2.43 -3.96
H 3.82 -3.12 -2.03
H 3.12 -3.04 -0.41
H 4.13 -0.61 -1.98
H 4.96 -1.38 -0.64
H 3.50 0.58 -0.07
H 3.22 -0.76 0.79
H 0.99 -3.62 -0.70
H 1.07 -4.04 -2.41
H -1.25 -3.31 -1.71
H -0.59 -2.27 -2.94
H -0.96 -1.69 -0.14
H -1.18 -0.67 -1.37
C -2.63 4.07 -3.01
N -3.43 3.49 -1.94
C -4.75 3.82 -1.67
C -5.13 3.09 -0.60
N -4.03 2.32 -0.23
C -4.03 1.38 0.88
C -3.00 2.57 -1.06
Se -1.28 1.83 -1.02
H -3.26 4.77 -3.56
H -2.28 3.29 -3.68
H -1.78 4.60 -2.58
H -5.29 4.54 -2.25
H -6.06 3.05 -0.07
H -4.70 1.74 1.64
H -3.02 1.32 1.27
H -4.35 0.39 0.54
C 3.11 -0.33 3.43
C 1.84 -1.15 3.16
As 0.62 -0.41 1.83
C -1.02 -1.39 2.19
C -1.45 -1.58 3.64
C 0.44 1.43 2.41
C 0.00 1.66 3.85
H 3.64 -0.75 4.28
H 2.89 0.71 3.66
H 3.82 -0.34 2.60
H 1.26 -1.21 4.08
H 2.07 -2.18 2.87
H -0.85 -2.37 1.73
H -1.80 -0.89 1.61
H -0.69 -2.06 4.24
H -2.33 -2.23 3.67
H -1.72 -0.64 4.12
H -0.22 1.91 1.69
H 1.43 1.86 2.24
H -1.03 1.36 4.01
H 0.08 2.72 4.09
H 0.62 1.12 4.58

[5]
80
Properties=species:S:1:pos:R:3 method="wB97M-V/def2-TZVPD" total_charge=0 homo_lumo_gap_ev=8.330
N -0.23 0.15 3.35
P -1.65 0.27 2.74
O -2.38 -1.16 2.74
O -2.67 1.17 3.58
C -1.74 0.96 1.01
N -2.12 2.35 1.12
C -3.47 2.77 0.91
C -4.01 2.63 -0.51
O -3.90 1.64 -1.18
O -4.68 3.71 -1.00
C -0.49 0.67 0.09
C 0.69 1.55 0.54
C 2.10 0.93 0.75
N 2.65 1.11 2.10
C -0.28 -0.86 0.32
C 0.26 -1.73 -0.83
N 0.75 -3.00 -0.20
N 1.40 -1.19 -1.55
N -0.80 -2.09 -1.75
O -0.96 0.80 -1.25
C -0.68 1.79 -2.16
S -1.19 3.55 -1.64
S 1.05 1.80 -2.91
H -0.12 0.69 4.20
H -3.34 -1.07 2.70
H -2.28 2.04 3.72
H -2.55 0.41 0.53
H -1.40 3.04 1.00
H -3.58 3.80 1.26
H -4.13 2.18 1.55
H -5.13 4.17 -0.28
H 0.82 2.42 -0.10
H 0.42 1.98 1.50
H 2.80 1.43 0.09
H 2.16 -0.12 0.52
H 2.30 1.94 2.55
H 2.46 0.30 2.67
H -1.26 -1.28 0.53
H 0.37 -1.01 1.18
H 1.70 -2.87 0.14
H 0.20 -3.17 0.64
H 2.12 -1.91 -1.63
H 1.12 -1.01 -2.50
H -0.44 -2.81 -2.37
H -1.55 -2.52 -1.22
H -1.29 1.57 -3.02
H -0.15 4.34 -1.91
H 1.78 1.30 -1.90
Br 2.51 -0.41 5.67
C 1.28 -0.85 7.11
C -0.13 -0.48 6.76
Br -0.43 1.44 6.90
H 1.64 -0.34 8.00
H 1.37 -1.93 7.25
H -0.83 -0.93 7.46
H -0.40 -0.76 5.75
Br -3.51 5.10 -6.16
C -1.77 4.58 -6.87
C -1.27 3.32 -6.23
Br -0.61 3.63 -4.41
H -1.11 5.42 -6.70
H -1.93 4.45 -7.94
H -0.42 2.93 -6.80
H -2.03 2.55 -6.15
Br 6.14 -3.07 4.52
C 4.24 -3.36 4.23
C 3.94 -3.72 2.80
Br 3.99 -2.15 1.66
H 3.74 -2.45 4.54
H 3.97 -4.19 4.89
H 2.92 -4.10 2.71
H 4.63 -4.44 2.39
Br -1.18 -2.75 -5.51
C 0.52 -3.43 -6.19
C 0.95 -4.67 -5.46
Br 1.65 -4.25 -3.69
H 1.23 -2.62 -6.10
H 0.34 -3.65 -7.24
H 1.77 -5.15 -5.99
H 0.14 -5.38 -5.31

[6]
78
Properties=species:S:1:pos:R:3 method="wB97M-V/def2-TZVPD" smiles="CCN(CC)C(=S)SCCC[C@H]1COC(=O)C1.NC(N)=O.NC(N)=O.NC(N)=O.NC(N)=O.NC(N)=O" total_charge=0 homo_lumo_gap_ev=8.416
C 8.53 -2.83 -1.97
C 7.19 -2.20 -2.37
N 6.10 -2.73 -1.54
C 5.96 -2.03 -0.25
C 5.31 -0.66 -0.35
C 4.91 -3.03 -2.16
S 4.36 -2.39 -3.56
S 4.12 -4.34 -1.26
C 2.38 -3.90 -1.05
C 1.52 -3.56 -2.26
C 0.01 -3.68 -1.93
C -0.80 -2.40 -2.22
C -2.10 -2.67 -2.99
O -3.09 -2.95 -1.98
C -2.78 -2.27 -0.85
O -3.54 -2.13 0.05
C -1.36 -1.74 -0.95
H 9.07 -3.19 -2.85
H 9.15 -2.11 -1.44
H 8.36 -3.68 -1.31
H 7.26 -1.11 -2.27
H 6.96 -2.40 -3.41
H 5.40 -2.67 0.43
H 6.97 -1.93 0.16
H 5.81 -0.01 -1.07
H 4.26 -0.72 -0.63
H 5.38 -0.17 0.63
H 1.97 -4.80 -0.57
H 2.30 -3.11 -0.30
H 1.78 -4.21 -3.09
H 1.74 -2.55 -2.58
H -0.10 -3.94 -0.88
H -0.41 -4.51 -2.50
H -0.20 -1.70 -2.81
H -2.43 -1.78 -3.53
H -2.05 -3.53 -3.65
H -0.84 -2.05 -0.04
H -1.43 -0.65 -1.02
N -5.85 0.64 0.47
C -5.61 1.60 -0.47
N -4.99 1.14 -1.61
O -5.92 2.77 -0.32
H -5.57 -0.31 0.33
H -6.30 0.89 1.33
H -4.78 1.79 -2.35
H -4.76 0.17 -1.72
N 11.71 0.76 -1.20
C 10.99 0.19 -0.19
N 11.69 -0.13 0.93
O 9.79 -0.01 -0.29
H 12.70 0.93 -1.15
H 11.22 1.00 -2.04
H 11.19 -0.54 1.69
H 12.68 0.03 1.03
N -7.83 1.69 5.19
C -6.78 1.44 4.35
N -5.57 1.90 4.80
O -6.90 0.87 3.28
H -7.72 2.18 6.06
H -8.73 1.36 4.91
H -4.78 1.75 4.20
H -5.45 2.36 5.68
N -3.04 5.21 -3.86
C -3.83 4.17 -4.28
N -4.46 4.36 -5.47
O -3.96 3.15 -3.63
H -2.92 6.06 -4.37
H -2.58 5.10 -2.97
H -5.06 3.62 -5.80
H -4.38 5.20 -6.02
N -9.63 4.01 8.77
C -8.53 4.04 7.97
N -8.33 5.19 7.28
O -7.76 3.09 7.90
H -10.28 4.77 8.85
H -9.79 3.17 9.29
H -7.53 5.24 6.68
H -8.96 5.98 7.32

[7]
67
Properties=species:S:1:pos:R:3 method="wB97M-V/def2-TZVPD" total_charge=0 homo_lumo_gap_ev=1.820
C 3.26 -4.57 2.61
C 4.51 -3.86 1.82
N 4.64 -2.37 2.03
C 4.88 -1.65 0.73
C 5.14 -0.03 0.87
C 3.49 -1.78 2.82
S 3.84 -1.41 4.48
S 1.79 -1.40 2.14
C 0.75 -0.39 3.32
C -0.81 -0.97 3.51
C -1.81 -0.39 2.35
C -2.50 -1.51 1.39
C -4.12 -1.37 1.05
N -4.82 -2.72 1.35
C -3.67 -3.73 1.18
N -3.74 -5.02 0.67
N -2.46 -2.98 1.76
H 3.38 -4.47 3.79
H 2.19 -4.27 2.23
H 3.36 -5.74 2.40
H 4.43 -4.12 0.66
H 5.51 -4.38 2.21
H 4.01 -1.84 -0.06
H 5.89 -2.09 0.28
H 6.24 0.21 0.50
H 4.39 0.50 0.13
H 5.08 0.38 1.97
H 1.18 -0.29 4.41
H 0.64 0.71 2.86
H -0.84 -2.13 3.67
H -1.17 -0.49 4.54
H -2.68 0.19 2.89
H -1.26 0.42 1.66
H -1.96 -1.34 0.35
H -4.27 -1.30 -0.13
H -4.66 -0.39 1.46
H -4.85 -2.68 2.41
H -3.37 -5.83 1.25
H -4.15 -5.23 -0.29
H -2.60 -3.19 2.77
C 1.16 0.83 -1.49
Si 0.20 2.40 -1.93
C 1.48 3.71 -2.35
C -0.71 2.92 -0.38
N -0.87 2.05 -3.26
Si -1.91 3.29 -3.92
C -0.95 4.74 -4.63
C -3.14 3.94 -2.66
C -2.91 2.55 -5.34
H 1.84 1.02 -0.66
H 0.48 0.02 -1.19
H 1.75 0.48 -2.34
H 2.25 3.74 -1.58
H 1.03 4.70 -2.40
H 1.96 3.49 -3.31
H -1.53 2.23 -0.15
H -1.12 3.93 -0.47
H -0.03 2.92 0.48
H -0.51 5.35 -3.85
H -1.62 5.38 -5.21
H -0.16 4.39 -5.30
H -3.65 3.12 -2.15
H -3.90 4.55 -3.17
H -2.66 4.57 -1.91
H -3.53 1.72 -4.98
H -2.25 2.18 -6.13
H -3.58 3.31 -5.76

One value per record, in order, for max |F|: 2.80, 3.16, 4.90, 0.76, 2.85, 0.80, 3.48 eV/A.
One value per record, in order, for E: -2649.30973, -2997.17883, -2214.21653, -7020.40848, -23106.92366, -2597.93633, -2321.11449 Eh.